(1)
{"formula": "C10H12BrN2S", "method": "ωB97M-V/def2-TZVPD", "homo_energy_ev": -11.98, "spin_multiplicity": 1, "total_charge": 1, "smiles": "CSCC1=[N+]2CC(Br)=CC(C)=C2C=N1", "de_lowest_kj_mol": 0.0, "energy_ev": -94414.184, "homo_lumo_gap_ev": 6.20, "symbols": ["C", "C", "C", "C", "C", "C", "C", "C", "C", "C", "N", "N", "S", "Br", "H", "H", "H", "H", "H", "H", "H", "H", "H", "H", "H", "H"], "xyz": [[2.99, -1.15, 0.31], [-0.63, -1.91, -0.11], [1.85, -1.97, 0.50], [0.65, -1.43, -0.01], [2.92, 0.16, -0.17], [1.67, 0.80, -0.58], [-1.29, 1.43, -1.05], [-2.54, 3.49, 0.51], [-0.77, 0.12, -0.69], [1.90, -3.40, 1.01], [-1.48, -1.01, -0.57], [0.55, -0.07, -0.39], [-1.15, 2.36, 0.58], [4.42, 1.26, -0.09], [3.86, -1.73, 0.33], [-0.84, -2.94, -0.07], [1.43, 1.63, 0.04], [1.82, 1.04, -1.68], [-0.69, 2.01, -1.77], [-2.42, 1.46, -1.33], [-3.40, 2.83, 0.61], [-2.62, 3.84, -0.43], [2.34, -4.00, 0.27], [0.88, -3.91, 1.16], [2.51, -3.45, 1.87], [-2.39, 4.34, 1.12]]}

(2)
{"formula": "C10H12BrNPPb", "method": "ωB97M-V/def2-TZVPD", "homo_energy_ev": [-10.60, -10.60], "spin_multiplicity": 1, "total_charge": 1, "energy_ev": -96620.896, "homo_lumo_gap_ev": [6.69, 6.69], "symbols": ["C", "C", "C", "C", "C", "Pb", "P", "H", "H", "H", "H", "H", "H", "H", "H", "Br", "C", "C", "C", "C", "N", "C", "H", "H", "H", "H"], "xyz": [[2.67, 1.20, -0.42], [3.19, 2.08, 0.45], [2.61, 2.59, 1.63], [1.33, 2.25, 2.07], [0.45, 1.39, 1.51], [0.94, 0.12, -0.06], [1.54, -1.43, -1.95], [3.17, 0.95, -1.34], [4.19, 2.50, 0.17], [3.17, 3.33, 2.19], [-0.54, 1.28, 1.89], [0.95, 2.78, 2.98], [1.60, -2.78, -1.62], [2.79, -1.16, -2.50], [0.68, -1.41, -3.05], [-4.93, 0.79, -0.62], [-3.43, -0.37, -0.36], [-3.64, -1.73, -0.18], [-2.52, -2.55, 0.01], [-1.28, -2.03, 0.03], [-1.15, -0.71, -0.15], [-2.17, 0.16, -0.35], [-4.63, -2.15, -0.19], [-2.66, -3.64, 0.16], [-0.38, -2.66, 0.19], [-1.97, 1.22, -0.47]]}

(3)
{"formula": "C10H12Cl8N2O4", "method": "ωB97M-V/def2-TZVPD", "homo_energy_ev": -9.30, "spin_multiplicity": 1, "smiles": "C[N+](=O)[O-].C[N+](=O)[O-].ClC(Cl)(Cl)Cl.ClC(Cl)(Cl)Cl.c1ccccc1", "energy_ev": -121906.916, "homo_lumo_gap_ev": 9.12, "symbols": ["C", "Cl", "Cl", "Cl", "Cl", "C", "Cl", "Cl", "Cl", "Cl", "C", "N", "O", "O", "H", "H", "H", "C", "N", "O", "O", "H", "H", "H", "C", "C", "C", "C", "C", "C", "H", "H", "H", "H", "H", "H"], "xyz": [[-5.42, -0.68, 2.38], [-6.89, 0.16, 2.87], [-5.11, -0.35, 0.67], [-4.09, -0.03, 3.31], [-5.61, -2.39, 2.60], [-3.68, -6.02, 7.22], [-3.03, -6.60, 8.82], [-4.36, -7.43, 6.41], [-4.91, -4.84, 7.57], [-2.40, -5.19, 6.30], [5.74, 1.07, -1.79], [6.92, 1.93, -1.80], [7.29, 2.38, -2.91], [7.51, 2.06, -0.73], [4.98, 1.51, -2.44], [5.33, 1.04, -0.79], [6.06, 0.05, -2.03], [0.82, -1.43, 2.75], [0.54, -1.93, 1.33], [1.29, -1.61, 0.38], [-0.38, -2.76, 1.25], [1.89, -1.52, 2.95], [0.25, -2.07, 3.43], [0.50, -0.39, 2.82], [-0.14, 4.31, -4.34], [0.79, 3.51, -4.84], [0.80, 2.11, -4.66], [-0.29, 1.55, -3.99], [-1.34, 2.34, -3.62], [-1.30, 3.68, -3.77], [-0.13, 5.38, -4.44], [1.56, 4.01, -5.41], [1.56, 1.44, -5.03], [-0.38, 0.49, -3.79], [-2.27, 1.91, -3.27], [-2.11, 4.31, -3.42]]}